Computed, not measured: 2 unconnected molecules or ions with the total composition C3H9N2O in a non-equilibrium geometry, with ωB97M-V/def2-TZVPD.

Each line ends with the Mulliken charge.
Positions of all 15 atoms, in Å:
O (1.05105, -0.66756, -0.10467)  -0.5278
N (-1.30599, -0.55184, -0.62639)  -0.0780
N (2.87768, 0.52481, -0.16096)  -0.3191
C (-0.66853, -1.65065, 0.08101)  -0.3395
C (2.26038, -0.51416, 0.22131)  0.1536
C (-1.53255, 0.66523, 0.18576)  -0.7113
H (3.82263, 0.79864, 0.17706)  0.2605
H (2.42793, 1.27986, -0.68738)  0.2524
H (-0.68118, -1.52792, 1.09695)  0.2809
H (-2.25998, -0.89099, -0.73396)  0.3688
H (-2.12706, 0.39714, 0.99814)  0.3747
H (-0.90686, -0.45032, -1.55736)  0.3332
H (-0.49783, 0.96394, 0.47817)  0.2414
H (2.56534, -1.29201, 0.90188)  0.4011
H (-1.88897, 1.65835, -0.40649)  0.3091

Summary:
Highest occupied orbital energy ... -13.0 eV
Energy above the lowest of the compared OMol25 structures with the same formula, charge and spin ... 5.3681 eV
Energy ... -304.05308 Ha
Total charge ... +1

---

Computed, not measured: a molecular structure, C3H9N2O in a non-equilibrium geometry, with ωB97M-V/def2-TZVPD.

Each line ends with the Mulliken charge.
Positions of all 15 atoms, in Å:
O (0.26508, -0.24895, 1.44977)  -0.4310
N (0.02438, 0.73925, 0.63139)  0.3342
N (0.03642, -2.10443, -0.30798)  -0.5991
C (-0.33622, 0.68742, -0.58907)  -0.0192
C (-0.15530, -1.04531, -1.35318)  -0.5246
C (0.07974, 2.04178, 1.18894)  -0.9096
H (0.75413, 1.97970, 2.03699)  0.3435
H (-0.44249, 1.50684, -1.29093)  0.3406
H (-0.90869, 2.50379, 1.45047)  0.3119
H (0.54227, 2.66856, 0.45668)  0.3817
H (0.87756, -1.05407, -1.83728)  0.3580
H (-1.00622, -1.23323, -1.96874)  0.3634
H (0.70122, -2.71565, -0.67060)  0.2539
H (0.39046, -1.13532, 0.82840)  0.5408
H (-0.82234, -2.59037, -0.02484)  0.2554

Summary:
Highest occupied orbital energy ... -15.2 eV
Energy above the lowest of the compared OMol25 structures with the same formula, charge and spin ... 4.6581 eV
Energy ... -304.07918 Ha
Total charge ... +1

---

Computed, not measured: 2 unconnected molecules or ions with the total composition C3H9N2O in a non-equilibrium geometry, with ωB97M-V/def2-TZVPD.

Each line ends with the Mulliken charge.
Positions of all 15 atoms, in Å:
O (-2.51949, -3.71952, -0.92988)  -0.2160
N (-0.07671, 0.77403, 0.00355)  0.0627
N (-2.07454, -2.69545, -0.75027)  0.2253
C (1.10467, 1.53849, 0.56298)  -0.9132
C (-0.18522, -0.38302, 0.87903)  -0.8736
C (0.11797, 0.10936, -1.29154)  -0.5784
H (1.95696, 0.97854, 0.47656)  0.4271
H (0.53113, -1.07450, 0.63792)  0.4280
H (1.03543, 1.88127, 1.55070)  0.3855
H (1.35421, 2.31495, -0.14077)  0.3931
H (1.09600, -0.47549, -1.39372)  0.2846
H (-0.90466, 1.25468, -0.20152)  0.3325
H (-0.02132, 0.45709, -2.28706)  0.3573
H (-0.12129, -0.22832, 1.98357)  0.3704
H (-1.29316, -0.73213, 0.90044)  0.3148

Summary:
Highest occupied orbital energy (spin up / spin down) ... -14.8 / -11.6 eV
Energy above the lowest of the compared OMol25 structures with the same formula, charge and spin ... 7.2607 eV
Energy ... -303.98353 Ha
Total charge ... +1

---

Computed, not measured: 2 unconnected molecules or ions with the total composition C3H9N2O2 in a non-equilibrium geometry, with ωB97M-V/def2-TZVPD.

Each line ends with the Mulliken charge.
Positions of all 16 atoms, in Å:
O (2.07183, -1.28091, 0.68160)  -0.5766
O (2.44258, 1.35482, -0.59273)  -0.3848
N (0.32088, 0.82801, 0.01096)  -0.1034
N (-0.87990, -0.76458, -1.12673)  -0.6450
C (-2.17276, 0.60614, 0.36423)  -1.2040
C (1.45403, 0.55548, -0.58843)  0.1025
C (-0.94043, 0.16189, -0.28978)  0.7883
H (-1.78778, -1.16939, -1.38738)  0.2720
H (-2.79513, -0.25912, 0.66520)  0.3560
H (0.30631, 1.56704, 0.69937)  0.2217
H (-1.96732, 1.38888, 1.02873)  0.3370
H (-2.79678, 0.95364, -0.52079)  0.3381
H (1.13319, -0.14659, -1.39910)  0.4373
H (2.54080, -2.03668, 0.28078)  0.3125
H (2.08607, -1.66061, 1.59266)  0.2990
H (3.01144, 1.05551, -1.36316)  0.4495

Summary:
Highest occupied orbital energy ... -14.7 eV
Energy above the lowest of the compared OMol25 structures with the same formula, charge and spin ... 2.3634 eV
Energy ... -379.41796 Ha
Total charge ... +1

---

Computed, not measured: 2 unconnected molecules or ions with the total composition C3H9N2O2 in a non-equilibrium geometry, with ωB97M-V/def2-TZVPD.

Each line ends with the Mulliken charge.
Positions of all 16 atoms, in Å:
O (0.28944, 1.57501, -0.38927)  -0.2748
O (-1.44051, -1.35818, 0.47966)  -0.3010
N (-1.55329, -0.25076, 0.07629)  0.4015
N (0.32521, 0.43207, 0.14674)  0.0893
C (-2.72440, 0.62878, 0.21548)  -0.5929
C (2.32770, -0.76840, 0.41553)  -1.1921
C (1.10439, -0.48859, -0.46247)  -0.0932
H (0.71956, 1.76733, -1.32904)  0.4003
H (3.00335, 0.17789, 0.50519)  0.2883
H (-2.74517, 1.19993, 1.16907)  0.3383
H (-2.61565, 1.46291, -0.56767)  0.2609
H (0.79969, -1.55943, -0.23154)  0.1970
H (-3.73126, 0.06968, 0.01829)  0.2886
H (3.01501, -1.55931, 0.06705)  0.3655
H (1.99317, -1.03271, 1.45397)  0.3292
H (1.23277, -0.29622, -1.56731)  0.4951

Summary:
Highest occupied orbital energy (spin up / spin down) ... -14.3 / -14.3 eV
Energy above the lowest of the compared OMol25 structures with the same formula, charge and spin ... 8.8005 eV
Energy ... -379.18140 Ha
Total charge ... +1

---

Computed, not measured: 2 unconnected molecules or ions with the total composition C3H9N2O2S in a non-equilibrium geometry, with ωB97M-V/def2-TZVPD.

Each line ends with the Mulliken charge.
Positions of all 17 atoms, in Å:
S (-1.39544, -0.39501, -0.11404)  1.1368
O (-0.54363, 0.33393, -1.14660)  -0.7193
O (-2.75716, -0.03289, -0.03533)  -0.6431
N (-1.65853, 0.12557, 2.37760)  -0.2290
N (1.75902, 1.21506, -0.37157)  -0.1353
C (-0.65910, -0.12823, 1.59547)  -0.2917
C (-1.19232, -2.15080, -0.78477)  -0.8311
C (2.21029, 2.12275, -1.13330)  -0.1284
H (-1.56640, -1.86377, -1.86298)  0.3506
H (-1.83117, -2.73525, -0.25660)  0.3598
H (1.95677, 1.90460, -2.09771)  0.2893
H (1.83952, 1.15644, 0.63225)  0.3001
H (-2.69711, 0.33639, 1.91758)  0.3330
H (-0.07708, -2.32061, -0.55409)  0.3047
H (0.86070, 0.81070, -0.68874)  0.3532
H (-1.55799, 0.12668, 3.38485)  0.2467
H (2.77566, 2.87028, -0.76763)  0.3036

Summary:
Highest occupied orbital energy ... -13.2 eV
Energy above the lowest of the compared OMol25 structures with the same formula, charge and spin ... 4.4422 eV
Energy ... -777.48299 Ha
Total charge ... +1

---

Computed, not measured: 2 unconnected molecules or ions with the total composition C3H9N2O3 in a non-equilibrium geometry, with ωB97M-V/def2-TZVPD.

Each line ends with the Mulliken charge.
Positions of all 17 atoms, in Å:
O (3.35485, 1.12818, 0.15581)  -0.2340
O (1.63039, -0.99238, -0.05279)  -0.6997
O (4.23085, -0.88263, -0.06731)  -0.2298
N (0.42494, -0.37175, 0.01262)  0.1892
N (3.61903, 0.04302, 0.03404)  1.2154
C (-0.62128, -1.39636, -0.17927)  -0.8463
C (0.24106, 0.26841, 1.33332)  -0.7842
C (0.31012, 0.65079, -1.05036)  -0.8307
H (0.50787, 0.18574, -2.01550)  0.3340
H (-0.68870, 1.07828, -1.04951)  0.3756
H (-0.42002, -2.23425, 0.49143)  0.3733
H (0.25307, -0.49579, 2.10823)  0.3437
H (1.04902, 0.97325, 1.52145)  0.3410
H (-0.70513, 0.80404, 1.36042)  0.3649
H (-1.60357, -0.97563, 0.03981)  0.3702
H (1.03420, 1.44620, -0.88494)  0.3726
H (-0.59153, -1.75951, -1.20695)  0.3449

Summary:
Highest occupied orbital energy (spin up / spin down) ... -14.4 / -14.4 eV
Energy above the lowest of the compared OMol25 structures with the same formula, charge and spin ... 8.2416 eV
Energy ... -454.43950 Ha
Total charge ... +1

---

Computed, not measured: a molecular structure, C3H9N2OS in a non-equilibrium geometry, with ωB97M-V/def2-TZVPD.

Each line ends with the Mulliken charge.
Positions of all 16 atoms, in Å:
S (3.52772, -0.60729, -0.15015)  -0.0380
O (2.92152, 0.96695, -0.00101)  -0.6375
N (0.21573, 0.30718, -0.14329)  0.1985
N (-2.61810, -1.10929, -0.04362)  -0.5411
C (-0.93939, 0.89033, 0.45797)  -0.5604
C (-0.38932, -0.61864, -0.81002)  -0.1247
C (-1.79928, -0.14231, -0.50503)  0.0011
H (1.16988, 0.43001, 0.23777)  0.3122
H (-0.73564, 0.62933, 1.53734)  0.3297
H (3.60257, 1.72583, -0.06050)  0.3673
H (0.14464, -1.50683, -1.30979)  0.3544
H (-1.02392, 1.97857, 0.17784)  0.2826
H (-2.30299, 0.51090, -1.40667)  0.3346
H (4.16279, -0.87079, 1.09067)  0.2054
H (-3.58473, -0.91490, 0.06423)  0.2597
H (-2.35150, -1.66905, 0.86424)  0.2562

Summary:
Highest occupied orbital energy ... -13.3 eV
Energy above the lowest of the compared OMol25 structures with the same formula, charge and spin ... 3.9447 eV
Energy ... -702.27942 Ha
Total charge ... +1

---

Computed, not measured: a gas-phase ion, C3H9N2S (charge -1) in a non-equilibrium geometry, with ωB97M-V/def2-TZVPD.

Each line ends with the Mulliken charge.
Positions of all 15 atoms, in Å:
S (-2.80619, 0.61516, -0.04524)  -0.6415
N (-0.53168, 0.37357, 1.84921)  -0.7176
N (1.63890, -0.62596, -1.33063)  -0.6729
C (-1.12960, 0.33352, -0.62262)  -0.7694
C (1.21051, -0.44318, 0.10283)  -0.5685
C (-0.21686, -0.27070, 0.51907)  0.1617
H (-0.08999, 1.27208, 1.76798)  0.2187
H (-0.61078, -1.24010, 0.80238)  0.1606
H (-1.59797, 0.44828, 2.01856)  0.2736
H (1.70498, -1.17652, 0.72292)  0.3375
H (-0.99970, -0.27994, -1.47723)  0.2019
H (1.47020, 0.51533, 0.59049)  0.2258
H (1.68314, 0.36022, -1.72864)  0.3226
H (-0.61100, 1.22709, -1.17152)  0.1726
H (0.88604, -1.10884, -1.99755)  0.2950

Summary:
Highest occupied orbital energy ... -2.5 eV
SMILES ... NC[C@@H](N)C[S-]
Energy above the lowest of the compared OMol25 structures with the same formula, charge and spin ... 1.8308 eV
Energy ... -627.37324 Ha
Total charge ... -1

---

Computed, not measured: 2 unconnected molecules or ions with the total composition C3H9N2S3 in a non-equilibrium geometry, with ωB97M-V/def2-TZVPD.

Each line ends with the Mulliken charge.
Positions of all 17 atoms, in Å:
S (2.44611, 1.43808, -0.55652)  -0.1756
S (2.10793, -1.15519, 0.87192)  -0.1102
S (-2.30234, 1.11490, 0.79611)  -0.0160
N (2.31627, 0.50928, 0.87991)  -0.3379
N (-0.52228, 0.27239, -0.77900)  0.0773
C (-1.27206, -0.91702, -0.71406)  -0.4678
C (-0.78725, 1.27687, 0.01955)  0.1497
C (-2.61625, -0.53770, 0.00158)  -0.4865
H (-3.39809, -0.51887, -0.88825)  0.3266
H (0.35822, 0.38994, -1.16168)  0.1454
H (2.33474, 0.83453, 1.81557)  0.2989
H (3.70626, 1.23332, -0.88859)  0.1890
H (-0.34720, 2.22887, 0.25568)  0.3223
H (3.38377, -1.61955, 1.36366)  0.1727
H (-2.90937, -1.36257, 0.74893)  0.3663
H (-1.61684, -1.43853, -1.70557)  0.3177
H (-0.88161, -1.74875, -0.05923)  0.2280

Summary:
Highest occupied orbital energy ... -12.6 eV
Energy above the lowest of the compared OMol25 structures with the same formula, charge and spin ... 1.0106 eV
Energy ... -1423.44733 Ha
Total charge ... +1

---

Computed, not measured: C3H9N3 in the gas phase in a non-equilibrium geometry, with ωB97M-V/def2-TZVPD.

Each line ends with the Mulliken charge.
Positions of all 15 atoms, in Å:
N (1.77303, 0.71661, -1.76094)  -0.6928
N (0.29506, 2.07192, -0.53161)  -0.4995
N (0.68929, -0.17698, 0.12885)  -0.3578
C (-0.68650, -0.66260, 0.15043)  -0.4107
C (-0.93276, -1.63164, 1.28934)  -1.0727
C (0.91610, 0.82226, -0.82662)  0.4796
H (1.26614, -0.99072, -0.04985)  0.2829
H (0.93006, 2.81309, -0.30016)  0.2190
H (-0.04380, -2.05175, 1.73861)  0.3500
H (-1.36775, 0.18943, 0.11721)  0.3490
H (-1.47799, -1.12653, 2.08342)  0.2615
H (1.70469, 1.56071, -2.31568)  0.2644
H (-0.91821, -1.12454, -0.81680)  0.3140
H (-0.48049, 1.97370, 0.10132)  0.2141
H (-1.66687, -2.38296, 0.99248)  0.2990

Summary:
Highest occupied orbital energy ... -9.2 eV
SMILES ... [H]/N=C(\N)NCC
Energy above the lowest of the compared OMol25 structures with the same formula, charge and spin ... 0.6624 eV
Energy ... -283.95877 Ha

---

Computed, not measured: C3H9N3 in the gas phase in a non-equilibrium geometry, with ωB97M-V/def2-TZVPD.

Each line ends with the Mulliken charge.
Positions of all 15 atoms, in Å:
N (0.74882, -0.30049, 1.07389)  -0.1285
N (-0.74993, -0.39235, 1.10455)  -0.2226
N (0.06537, -1.27290, 0.34025)  -0.0923
C (-1.59328, 0.67162, 0.57086)  -0.5981
C (0.05061, -1.25799, -1.07712)  -0.5653
C (1.50998, 0.78615, 0.37361)  -0.6215
H (-1.57620, 0.58468, -0.54820)  0.2093
H (1.94008, 0.45322, -0.60989)  0.2119
H (1.13751, -1.08202, -1.48276)  0.2713
H (2.29381, 0.77926, 1.09729)  0.3005
H (-2.69809, 0.38634, 0.85147)  0.2505
H (-0.81227, -0.57084, -1.42763)  0.1774
H (-1.25971, 1.71205, 0.85673)  0.2570
H (-0.13306, -2.23386, -1.31136)  0.2738
H (1.07636, 1.73711, 0.18829)  0.2767

Summary:
Highest occupied orbital energy ... -8.3 eV
SMILES ... Cn1n(C)n1C
Energy above the lowest of the compared OMol25 structures with the same formula, charge and spin ... 6.0812 eV
Energy ... -283.75963 Ha